Entry 1:
{"formula": "C24H43CrN2OP2", "method": "ωB97M-V with the def2-TZVPD basis set", "elements": ["Cr", "P", "P", "N", "C", "H", "H", "C", "H", "H", "C", "H", "H", "C", "H", "H", "C", "C", "H", "H", "H", "C", "C", "H", "H", "H", "C", "C", "H", "H", "H", "C", "C", "H", "H", "H", "C", "C", "H", "H", "H", "C", "H", "H", "H", "C", "H", "H", "H", "C", "H", "H", "H", "H", "H", "H", "H", "O", "H", "H", "N", "C", "C", "C", "C", "C", "C", "C", "H", "H", "H", "H", "H"], "xyz": [[0.4311, 0.8002, -0.4179], [2.4888, 0.3725, 0.5561], [-1.6139, 1.5087, -1.2519], [0.3789, 2.6743, 0.8762], [2.5116, 1.7698, 1.7351], [3.0173, 1.4326, 2.6494], [3.1610, 2.5381, 1.2794], [1.1647, 2.4017, 2.1215], [0.5644, 1.7716, 2.8015], [1.3625, 3.3506, 2.6602], [-1.0534, 3.0154, 1.1429], [-1.1266, 4.0391, 1.5622], [-1.4554, 2.3308, 1.9104], [-1.8321, 2.9729, -0.1806], [-1.5524, 3.8429, -0.7999], [-2.9028, 3.0745, 0.0380], [-3.1025, 0.4446, -0.9414], [-3.0038, -0.9649, -1.5310], [-3.8195, -1.5717, -1.1095], [-2.0633, -1.4687, -1.2869], [-3.1149, -0.9622, -2.6229], [-1.6413, 2.0569, -3.0140], [-1.7547, 0.9110, -4.0264], [-1.5467, 1.3177, -5.0269], [-2.7680, 0.4874, -4.0533], [-1.0358, 0.1032, -3.8464], [3.9585, 0.5107, -0.5527], [4.2221, -0.7381, -1.4023], [4.9675, -0.4786, -2.1680], [3.3298, -1.1009, -1.9261], [4.6436, -1.5580, -0.8048], [2.6700, -1.1525, 1.5960], [2.4048, -2.4611, 0.8473], [2.3691, -3.2770, 1.5847], [3.2005, -2.6920, 0.1280], [1.4505, -2.4628, 0.3119], [0.6701, -0.5861, -1.8638], [-2.6753, 3.1460, -3.3032], [-3.6995, 2.7625, -3.2405], [-2.5826, 4.0024, -2.6290], [-2.5138, 3.5106, -4.3254], [5.2305, 0.9639, 0.1653], [6.0008, 1.1589, -0.5914], [5.0850, 1.8876, 0.7330], [5.6123, 0.1933, 0.8439], [3.9983, -1.2269, 2.3559], [3.9111, -2.0046, 3.1276], [4.8298, -1.5168, 1.7003], [4.2592, -0.2946, 2.8698], [-4.4273, 1.1027, -1.3401], [-4.5848, 1.0805, -2.4264], [-5.2475, 0.5303, -0.8845], [-4.5243, 2.1359, -0.9873], [-3.0871, 0.3480, 0.1584], [1.8601, -1.0216, 2.3348], [-0.6377, 2.5032, -3.1212], [3.6455, 1.3212, -1.2329], [0.4698, -1.7468, -2.1809], [0.7540, 3.5921, 0.5997], [1.2488, 0.1063, -2.6026], [-0.4262, -0.5552, 0.6694], [-0.9396, -1.4670, 1.2058], [-1.5629, -2.5872, 1.8020], [-1.6643, -3.7903, 1.0753], [-2.2908, -4.9052, 1.6397], [-2.8115, -4.8199, 2.9422], [-2.7070, -3.6348, 3.6743], [-2.0874, -2.5178, 3.1175], [-1.2435, -3.8328, 0.0661], [-2.3674, -5.8262, 1.0654], [-3.2995, -5.6938, 3.3803], [-3.1123, -3.5744, 4.6939], [-1.9928, -1.5822, 3.6705]], "mulliken_charge": [-1.330, 1.272, 1.263, -0.006, -1.053, 0.373, 0.416, -0.880, 0.345, 0.469, -0.874, 0.469, 0.338, -1.061, 0.418, 0.368, 0.564, -1.085, 0.451, -0.063, 0.257, 0.631, -1.569, 0.518, 0.258, 0.296, 0.621, -1.583, 0.512, 0.304, 0.265, 0.546, -1.098, 0.460, 0.246, -0.032, 0.233, -1.373, 0.214, 0.307, 0.469, -1.374, 0.466, 0.310, 0.216, -1.621, 0.446, 0.272, 0.362, -1.618, 0.273, 0.442, 0.364, 0.360, 0.382, 0.386, 0.378, -0.568, 0.301, 0.269, -0.304, 0.829, -0.211, -0.311, -0.752, -0.307, -0.699, -0.322, 0.497, 0.413, 0.403, 0.393, 0.451], "orbital_gap_ev": [6.55, 6.96], "lumo_ev": [-2.54, -2.90], "charge": 1, "s2": 6.059, "e_homo_ev": [-9.09, -9.86], "spin_multiplicity": 5}

---

Entry 2:
{"formula": "CHBr2NO", "method": "ωB97M-V with the def2-TZVPD basis set", "elements": ["C", "N", "O", "Br", "Br", "H"], "xyz": [[-0.7187, -0.3586, -0.2090], [0.8670, 0.1503, -0.0606], [-1.5941, 0.0209, -0.8895], [-0.8661, -1.7528, 1.0474], [1.4454, 1.6634, -0.9360], [0.8665, 0.2767, 1.0477]], "mulliken_charge": [0.519, -0.396, -0.338, -0.098, -0.004, 0.317], "orbital_gap_ev": 9.77, "lumo_ev": -0.10, "charge": 0, "e_homo_ev": -9.87, "de_lowest_kj_mol": 89.0, "smiles": "O=C(Br)NBr", "spin_multiplicity": 1}

---

Entry 3:
{"formula": "C4H8N2O3", "method": "ωB97M-V with the def2-TZVPD basis set", "elements": ["C", "C", "C", "C", "N", "N", "O", "O", "O", "H", "H", "H", "H", "H", "H", "H", "H"], "xyz": [[-0.4746, -0.9764, -0.7458], [-1.9641, -0.5597, -0.3301], [0.4600, -0.7026, 0.4133], [-2.3215, 0.6459, 0.1457], [1.6400, -0.2623, -0.2075], [1.4491, 1.1440, -0.6100], [2.7420, -0.2161, 0.7951], [2.5716, 1.9143, -0.1039], [-3.4414, 0.9268, 0.6494], [-0.6677, -2.0970, -0.8559], [-0.0797, -0.4653, -1.5748], [-2.4419, -1.4632, 0.0518], [0.5107, 1.3695, -0.1008], [-0.0977, 0.0100, 1.1090], [0.6841, -1.7258, 0.9668], [-1.6349, 1.5390, -0.0163], [3.0659, 0.9188, 0.4141]], "mulliken_charge": [-0.527, -0.760, -0.534, 0.158, -0.239, -0.222, -0.723, -0.666, -0.776, 0.186, 0.562, 0.037, 0.237, 0.289, 0.315, 0.271, 0.392], "orbital_gap_ev": 6.33, "lumo_ev": 7.04, "charge": -2, "e_homo_ev": 0.71, "de_lowest_kj_mol": 76.5, "spin_multiplicity": 1}

---

Entry 4:
{"formula": "C20H42BiNP3S", "method": "ωB97M-V with the def2-TZVPD basis set", "elements": ["Bi", "P", "P", "P", "H", "C", "C", "H", "C", "C", "C", "C", "C", "C", "C", "C", "C", "H", "H", "H", "H", "H", "H", "H", "H", "H", "H", "H", "H", "H", "H", "H", "H", "H", "H", "H", "H", "H", "H", "H", "H", "H", "H", "H", "H", "H", "C", "C", "C", "C", "C", "C", "S", "H", "H", "H", "H", "H", "H", "C", "C", "C", "N", "H", "H", "H", "H", "H"], "xyz": [[0.0000, 0.0000, 0.0000], [-1.4105, 1.8223, -0.0622], [-1.7155, -1.2960, 0.8812], [1.5031, 1.0981, -1.3773], [-1.0171, -2.0180, -1.7458], [-0.1052, -1.4260, -1.6477], [0.8956, -1.8491, -0.6784], [0.6983, -2.7303, -0.0741], [-2.5805, 2.0311, -1.4959], [-2.6374, 2.1162, 1.3046], [-0.7392, 3.5577, -0.0508], [-1.4955, -3.1329, 0.9358], [-2.3854, -1.1007, 2.6014], [-3.3061, -1.2635, -0.0665], [2.8720, 0.1200, -2.1493], [2.5318, 2.5290, -0.8045], [0.8136, 1.8231, -2.9342], [0.2301, -1.0850, -2.6291], [1.9451, -1.7990, -0.9548], [-3.1958, 2.9347, -1.4006], [-3.2318, 1.1566, -1.5631], [-2.0062, 2.0827, -2.4240], [-3.2002, 3.0405, 1.1301], [-2.1014, 2.1993, 2.2550], [-3.3468, 1.2897, 1.3831], [-1.5571, 4.2873, -0.0376], [-0.1247, 3.7473, -0.9336], [-0.1193, 3.7012, 0.8385], [-2.4057, -3.5988, 1.3285], [-0.6532, -3.3882, 1.5847], [-1.2964, -3.5267, -0.0638], [-3.3832, -1.5479, 2.6733], [-2.4408, -0.0501, 2.8873], [-1.7235, -1.6147, 3.3014], [-3.9996, -2.0300, 0.2982], [-3.0899, -1.4374, -1.1235], [-3.7843, -0.2861, 0.0282], [3.4560, 0.7691, -2.8105], [2.4653, -0.7093, -2.7329], [3.5279, -0.2887, -1.3765], [3.0937, 2.9577, -1.6419], [3.2417, 2.1867, -0.0469], [1.9065, 3.3041, -0.3601], [1.6115, 2.1938, -3.5877], [0.1355, 2.6477, -2.7047], [0.2446, 1.0488, -3.4553], [2.3199, -0.6893, -7.2164], [1.5804, -0.4491, -8.3815], [1.4224, -1.4605, -9.3271], [1.9953, -2.7165, -9.1262], [2.7317, -2.9540, -7.9648], [2.8964, -1.9508, -7.0127], [2.5662, 0.5442, -5.9673], [1.8680, 1.5186, -6.5771], [1.1293, 0.5250, -8.5494], [0.8463, -1.2607, -10.2264], [1.8693, -3.5012, -9.8658], [3.1837, -3.9272, -7.7948], [3.4714, -2.1443, -6.1114], [-0.4845, -0.2999, 5.4211], [0.6485, 0.4584, 4.6845], [0.6348, 0.4662, 3.1965], [0.6258, 0.4736, 2.0263], [-1.4951, 0.1135, 5.2131], [-0.3213, -0.1942, 6.5205], [-0.4777, -1.3917, 5.2123], [0.5938, 1.5154, 5.0132], [1.6018, 0.0090, 5.0030]], "mulliken_charge": [1.519, 0.599, 0.401, 0.561, 0.385, -0.435, -0.848, 0.306, -1.258, -1.112, -1.296, -1.536, -1.109, -1.276, -1.434, -1.254, -1.178, 0.282, 0.301, 0.484, 0.341, 0.336, 0.524, 0.383, 0.370, 0.528, 0.417, 0.434, 0.471, 0.437, 0.503, 0.485, 0.210, 0.355, 0.523, 0.317, 0.381, 0.493, 0.448, 0.448, 0.441, 0.427, 0.356, 0.415, 0.305, 0.370, 0.932, -0.466, -0.502, -0.543, -0.461, -0.522, -0.246, 0.150, 0.254, 0.366, 0.386, 0.363, 0.327, -1.171, -0.250, 0.387, -0.528, 0.310, 0.384, 0.346, 0.311, 0.353], "orbital_gap_ev": 3.64, "lumo_ev": -10.21, "charge": 3, "e_homo_ev": -13.85, "de_lowest_kj_mol": 736.8, "spin_multiplicity": 1}

---

Entry 5:
{"formula": "C6H7N3O", "method": "ωB97M-V with the def2-TZVPD basis set", "elements": ["C", "C", "C", "C", "C", "C", "H", "H", "H", "H", "H", "H", "H", "N", "N", "N", "O"], "xyz": [[-2.3583, 1.0214, 0.3585], [-2.3778, -0.3701, 0.0179], [0.2242, -0.6310, -0.0946], [1.8040, 0.9619, -0.3125], [2.7523, 0.1154, -0.1101], [2.3214, -1.1840, 0.1880], [-3.2569, 1.3311, 0.5156], [-1.7769, 1.1861, 1.1953], [-1.9757, 1.7948, -0.4526], [-1.2524, -2.0364, -0.6326], [1.8540, 2.2102, -0.4209], [3.7998, 0.4444, 0.1210], [3.0849, -1.9621, 0.2991], [-1.1334, -1.0172, -0.0867], [0.4922, 0.7100, -0.3289], [1.1445, -1.5900, 0.1042], [-3.3461, -0.9844, -0.3608]], "mulliken_charge": [-1.234, 0.702, 0.335, 0.062, -0.600, 0.056, 0.472, 0.386, 0.230, 0.298, 0.262, 0.313, 0.384, -0.159, -0.356, -0.558, -0.591], "orbital_gap_ev": 9.99, "lumo_ev": 0.54, "charge": 0, "e_homo_ev": -9.45, "de_lowest_kj_mol": 147.7, "smiles": "CC(=O)Nc1ncccn1", "spin_multiplicity": 1}